(1)
The following is a quantum chemistry calculation of 8 unconnected molecules or ions with the total composition C40H70BBrFIN2O12PS at a distorted geometry, from the Open Molecules 2025 dataset.

The calculation puts the molecular weight at 1070.66 g/mol. The calculation puts the HOMO energy at -10.4 eV. The charge is +1.

Positions of all 130 atoms, in Å:
C (-2.69, 5.40, -2.19)
C (-1.34, 4.83, -2.92)
I (0.39, 5.78, -1.95)
C (-1.23, 3.20, -3.03)
C (-2.49, 2.36, -2.42)
N (-3.74, 2.27, -3.07)
C (-3.97, 2.93, -4.44)
C (-4.83, 1.49, -2.30)
C (-5.82, 2.69, -1.91)
C (-6.44, 2.77, -0.41)
O (-7.23, 1.88, 0.20)
C (-6.13, 4.16, 0.47)
C (-6.54, 5.57, -0.32)
C (-6.30, 7.08, 0.32)
C (-5.60, 7.11, 1.83)
C (-5.19, 5.70, 2.61)
C (-5.46, 4.18, 1.96)
S (-5.63, 0.21, -3.48)
C (-6.90, -0.89, -2.59)
O (-4.55, -0.63, -4.25)
O (-6.47, 0.92, -4.62)
C (-3.86, 0.70, -1.25)
B (-4.49, -0.18, 0.01)
N (-4.81, 0.39, 1.39)
O (-4.83, -1.63, -0.17)
C (-2.43, 1.53, -0.97)
C (-2.35, 2.54, 0.31)
C (-1.54, 1.98, 1.62)
F (-1.86, 0.59, 2.00)
P (-0.89, 0.39, -1.35)
O (0.58, 1.13, -0.67)
Br (-1.04, -1.62, -0.33)
H (-3.70, 5.11, -2.71)
H (-2.76, 5.18, -1.03)
H (-2.63, 6.59, -2.27)
H (-1.36, 5.24, -4.04)
H (-1.15, 2.90, -4.19)
H (-0.17, 2.90, -2.58)
H (-3.43, 3.97, -4.55)
H (-3.62, 2.23, -5.33)
H (-5.13, 3.16, -4.58)
H (-6.74, 2.66, -2.67)
H (-5.29, 3.74, -2.13)
H (-7.03, 5.53, -1.40)
H (-6.61, 8.07, -0.26)
H (-5.44, 8.19, 2.31)
H (-4.69, 5.82, 3.69)
H (-5.16, 3.19, 2.50)
H (-6.41, -1.93, -2.25)
H (-7.81, -1.08, -3.33)
H (-7.30, -0.26, -1.69)
H (-3.44, -0.19, -1.93)
H (-5.82, 0.23, 1.65)
H (-4.28, -0.25, 2.05)
H (-4.63, -2.05, 0.73)
H (-1.76, 3.51, -0.06)
H (-3.45, 2.77, 0.64)
H (-0.37, 2.09, 1.56)
H (-1.88, 2.66, 2.53)
H (0.37, 2.10, -0.52)
C (-2.42, -4.73, 1.35)
C (-2.26, -4.96, 2.83)
O (-2.78, -4.20, 3.65)
C (-1.46, -6.15, 3.27)
H (-3.02, -3.84, 1.18)
H (-1.44, -4.58, 0.89)
H (-2.92, -5.59, 0.89)
H (-0.43, -6.07, 2.89)
H (-1.92, -7.07, 2.89)
H (-1.43, -6.19, 4.36)
C (3.23, -2.57, -3.68)
C (2.69, -1.95, -2.41)
O (1.89, -2.55, -1.71)
C (3.17, -0.57, -2.05)
H (2.80, -3.56, -3.81)
H (2.96, -1.95, -4.54)
H (4.32, -2.66, -3.60)
H (2.90, 0.14, -2.84)
H (4.25, -0.58, -1.91)
H (2.70, -0.25, -1.12)
C (4.88, 8.06, 0.13)
C (3.89, 6.93, 0.16)
O (3.07, 6.78, -0.75)
C (3.92, 6.00, 1.34)
H (4.74, 8.65, -0.78)
H (4.73, 8.71, 1.00)
H (5.90, 7.66, 0.13)
H (3.73, 6.56, 2.26)
H (4.90, 5.51, 1.39)
H (3.15, 5.24, 1.22)
C (2.90, -4.75, 0.63)
C (2.22, -5.90, 1.33)
O (1.08, -6.24, 1.03)
C (3.00, -6.60, 2.41)
H (2.22, -4.33, -0.13)
H (3.14, -3.96, 1.35)
H (3.80, -5.10, 0.13)
H (3.25, -5.90, 3.21)
H (3.91, -7.04, 1.98)
H (2.39, -7.41, 2.82)
C (5.39, -5.97, 6.86)
C (4.35, -6.94, 6.37)
O (4.48, -7.51, 5.28)
C (3.16, -7.18, 7.25)
H (6.20, -5.89, 6.13)
H (4.94, -4.98, 7.00)
H (5.81, -6.32, 7.81)
H (2.61, -6.25, 7.40)
H (3.48, -7.59, 8.20)
H (2.49, -7.90, 6.76)
C (2.53, -10.50, -1.84)
C (2.31, -9.65, -0.61)
O (3.15, -9.60, 0.28)
C (1.02, -8.88, -0.52)
H (3.50, -11.00, -1.77)
H (1.74, -11.25, -1.92)
H (2.53, -9.86, -2.73)
H (0.17, -9.56, -0.54)
H (0.96, -8.17, -1.35)
H (1.00, -8.32, 0.42)
C (10.10, 7.02, -0.56)
C (8.89, 6.29, -1.07)
O (7.88, 6.17, -0.38)
C (8.96, 5.70, -2.45)
H (9.90, 7.39, 0.45)
H (10.96, 6.35, -0.52)
H (10.31, 7.88, -1.21)
H (9.77, 4.96, -2.50)
H (9.13, 6.49, -3.18)
H (8.02, 5.20, -2.68)

(2)
The following is a quantum chemistry calculation of 6 unconnected molecules or ions with the total composition C40H71F15N5O17PS2 at a distorted geometry, from the Open Molecules 2025 dataset.

The calculation puts the molecular weight at 1274.10 g/mol. The calculation puts the HOMO energy at -8.4 eV. The charge is 0.

Positions of all 151 atoms, in Å:
C (-4.85, 0.77, -0.73)
C (-3.91, -0.26, -1.37)
N (-2.94, -0.80, -0.39)
C (-1.76, 0.06, -0.32)
C (-1.23, -0.10, 1.10)
O (-2.15, 0.45, 1.99)
C (-2.03, -0.13, 3.28)
C (-0.65, 0.08, 3.92)
O (-0.08, -1.16, 4.25)
C (1.34, -1.12, 4.28)
C (1.89, -2.10, 5.29)
O (-0.84, -0.42, -1.31)
C (0.30, 0.34, -1.55)
O (0.22, 1.64, -1.02)
P (1.76, -0.54, -0.63)
S (1.29, -2.33, 0.03)
C (0.61, 0.42, -3.07)
C (-0.41, 1.36, -3.68)
C (-0.29, 1.72, -5.19)
C (0.91, 1.18, -6.00)
N (1.66, 2.32, -6.58)
C (0.62, -1.03, -3.62)
C (-0.49, -1.51, -4.55)
C (-1.85, -1.77, -3.91)
C (-2.54, -2.86, -4.73)
N (-3.88, -3.21, -4.20)
C (-3.93, -4.42, -3.52)
N (-3.17, -4.79, -2.59)
N (-4.97, -5.29, -3.92)
O (1.98, 0.86, -3.14)
C (2.20, 2.25, -3.19)
C (3.63, 2.48, -2.67)
S (3.75, 3.97, -1.72)
O (2.76, 3.97, -0.68)
O (3.80, 5.10, -2.59)
H (-5.88, 0.45, -0.71)
H (-4.83, 1.67, -1.34)
H (-4.50, 1.08, 0.25)
H (-3.35, 0.25, -2.15)
H (-4.50, -1.05, -1.81)
H (-2.63, -1.68, -0.79)
H (-2.13, 1.06, -0.50)
H (-0.22, 0.29, 1.23)
H (-1.19, -1.18, 1.27)
H (-2.78, 0.34, 3.89)
H (-2.18, -1.21, 3.21)
H (-0.81, 0.63, 4.85)
H (0.00, 0.71, 3.32)
H (1.73, -0.13, 4.52)
H (1.70, -1.42, 3.30)
H (1.92, -1.68, 6.29)
H (1.30, -3.01, 5.34)
H (2.90, -2.39, 5.05)
H (0.65, 1.70, -0.16)
H (2.87, -0.69, -1.48)
H (2.13, 0.25, 0.49)
H (-0.47, 2.28, -3.13)
H (-1.38, 0.89, -3.52)
H (-0.28, 2.80, -5.28)
H (-1.19, 1.41, -5.69)
H (1.57, 0.51, -5.48)
H (0.50, 0.63, -6.84)
H (2.19, 1.97, -7.37)
H (0.99, 2.95, -7.01)
H (0.70, -1.77, -2.82)
H (1.55, -1.13, -4.16)
H (-0.65, -0.89, -5.43)
H (-0.17, -2.47, -4.93)
H (-2.52, -0.93, -3.96)
H (-1.75, -2.18, -2.91)
H (-2.59, -2.54, -5.77)
H (-1.93, -3.75, -4.72)
H (-4.49, -3.32, -5.00)
H (-2.48, -4.06, -2.40)
H (-5.01, -6.00, -3.20)
H (-5.84, -4.77, -3.82)
H (2.18, 2.67, -4.19)
H (1.54, 2.86, -2.58)
H (3.96, 1.64, -2.06)
H (4.32, 2.56, -3.50)
H (4.96, 3.89, -1.11)
C (-8.61, 0.10, -4.71)
C (-8.05, 1.02, -5.78)
O (-6.73, 1.47, -5.43)
C (-5.74, 0.63, -5.71)
O (-5.84, -0.45, -6.21)
C (-4.40, 1.28, -5.33)
F (-4.45, 1.87, -4.13)
F (-4.05, 2.22, -6.22)
F (-3.43, 0.36, -5.29)
H (-8.58, 0.60, -3.74)
H (-9.64, -0.16, -4.94)
H (-8.02, -0.81, -4.63)
H (-8.66, 1.92, -5.86)
H (-8.05, 0.54, -6.76)
C (2.01, 5.00, 2.45)
C (2.38, 6.43, 2.74)
O (3.17, 6.54, 3.94)
C (4.46, 6.29, 3.81)
O (5.03, 5.98, 2.80)
C (5.17, 6.49, 5.16)
F (4.47, 5.93, 6.16)
F (5.29, 7.81, 5.42)
F (6.39, 5.95, 5.15)
H (1.51, 4.55, 3.32)
H (1.35, 4.94, 1.59)
H (2.89, 4.40, 2.25)
H (1.48, 7.03, 2.92)
H (2.90, 6.88, 1.90)
C (7.33, -3.49, 9.42)
C (7.68, -3.37, 7.95)
O (7.00, -4.37, 7.17)
C (5.75, -4.10, 6.84)
O (5.14, -3.11, 7.13)
C (5.19, -5.25, 5.97)
F (5.52, -6.44, 6.49)
F (5.71, -5.19, 4.73)
F (3.86, -5.20, 5.87)
H (7.53, -4.50, 9.78)
H (7.91, -2.79, 10.01)
H (6.27, -3.30, 9.59)
H (8.74, -3.54, 7.80)
H (7.46, -2.37, 7.57)
C (2.23, -6.04, 12.86)
C (3.10, -5.15, 13.73)
O (4.44, -5.67, 13.82)
C (5.25, -5.38, 12.82)
O (4.97, -4.74, 11.84)
C (6.64, -5.97, 13.09)
F (6.57, -7.23, 13.54)
F (7.28, -5.23, 14.01)
F (7.38, -5.97, 11.97)
H (2.24, -7.06, 13.23)
H (1.20, -5.68, 12.87)
H (2.59, -6.05, 11.83)
H (2.72, -5.13, 14.75)
H (3.12, -4.13, 13.37)
C (-3.22, 5.19, -11.09)
C (-3.34, 4.57, -9.71)
O (-4.71, 4.50, -9.29)
C (-5.42, 3.48, -9.75)
O (-5.03, 2.62, -10.49)
C (-6.84, 3.53, -9.17)
F (-7.36, 4.77, -9.21)
F (-6.82, 3.13, -7.88)
F (-7.67, 2.72, -9.84)
H (-3.70, 6.17, -11.10)
H (-2.17, 5.31, -11.36)
H (-3.71, 4.58, -11.84)
H (-2.83, 5.18, -8.97)
H (-2.89, 3.58, -9.68)